DFT (the ωB97M-V functional and the def2-TZVPD basis) results for a structure of composition C34H54Ge2LaN11O2 at a distorted geometry.

XYZ file:
```
104
Properties=species:S:1:pos:R:3
La 6.07 -18.06 -2.11
C 7.29 -22.05 -0.63
C 8.52 -21.42 -0.87
C 8.73 -20.77 -2.08
C 7.71 -20.71 -3.05
C 6.47 -21.32 -2.79
C 6.28 -22.06 -1.60
H 7.15 -22.60 0.31
H 9.32 -21.47 -0.12
H 9.68 -20.27 -2.28
H 7.93 -20.37 -4.04
H 5.67 -21.23 -3.53
H 5.39 -22.68 -1.45
N 3.53 -16.48 -0.75
N 2.66 -16.12 -1.82
C 2.84 -16.45 -3.08
N 1.94 -16.12 -4.01
N 3.99 -17.20 -3.24
N 4.15 -17.81 -4.50
O 5.05 -18.80 -4.30
O 3.82 -17.41 -5.65
H 3.23 -17.38 -0.36
H 3.49 -15.74 -0.04
H 1.78 -15.65 -1.57
H 1.10 -15.64 -3.70
H 2.10 -16.30 -4.99
C 8.59 -15.23 -1.84
N 7.71 -14.66 -0.84
C 7.69 -13.24 -0.53
C 7.27 -13.21 0.93
N 6.81 -14.59 1.17
C 6.29 -14.95 2.48
C 7.13 -15.41 0.13
N 6.88 -16.70 -0.05
C 6.56 -17.51 1.11
C 6.43 -18.97 0.74
N 5.25 -19.23 -0.11
C 4.11 -19.69 0.35
N 3.03 -20.04 -0.42
C 3.01 -20.30 -1.84
C 1.82 -20.25 0.38
C 2.31 -20.14 1.80
N 3.71 -19.75 1.66
C 4.52 -19.72 2.83
H 9.63 -15.22 -1.51
H 8.48 -14.68 -2.80
H 8.30 -16.28 -1.99
H 6.97 -12.74 -1.19
H 8.63 -12.75 -0.70
H 6.48 -12.48 1.17
H 8.13 -12.99 1.60
H 5.94 -14.03 2.96
H 7.06 -15.43 3.10
H 5.44 -15.62 2.39
H 5.59 -17.20 1.59
H 7.35 -17.41 1.88
H 6.39 -19.56 1.66
H 7.31 -19.31 0.21
H 3.95 -19.95 -2.29
H 2.17 -19.78 -2.32
H 2.95 -21.37 -2.06
H 1.40 -21.23 0.16
H 1.06 -19.50 0.14
H 2.22 -21.09 2.35
H 1.78 -19.36 2.37
H 3.85 -19.75 3.69
H 5.10 -18.81 2.91
H 5.21 -20.56 2.88
C 11.12 -17.80 -3.02
Ge 10.39 -18.03 -4.86
C 11.53 -16.85 -6.01
C 10.83 -19.89 -5.42
Ge 8.11 -17.62 -4.83
C 7.52 -15.69 -5.26
C 8.21 -14.97 -6.25
C 7.86 -13.66 -6.61
C 6.84 -12.99 -5.96
C 6.20 -13.66 -4.91
C 6.49 -15.00 -4.60
C 7.52 -18.59 -6.51
C 7.99 -18.12 -7.73
C 7.82 -18.84 -8.93
C 7.09 -20.00 -8.94
C 6.55 -20.48 -7.73
C 6.75 -19.78 -6.52
H 12.06 -18.37 -2.98
H 10.46 -18.17 -2.24
H 11.33 -16.74 -2.84
H 12.55 -17.00 -5.67
H 11.30 -15.81 -5.90
H 11.47 -17.11 -7.06
H 11.90 -19.89 -5.63
H 10.33 -20.17 -6.35
H 10.66 -20.65 -4.65
H 9.06 -15.43 -6.74
H 8.44 -13.17 -7.39
H 6.51 -11.99 -6.23
H 5.45 -13.14 -4.31
H 5.88 -15.46 -3.80
H 8.58 -17.20 -7.79
H 8.29 -18.44 -9.84
H 6.96 -20.57 -9.87
H 5.96 -21.39 -7.70
H 6.28 -20.14 -5.61
```

## Properties
**E_LUMO (alpha / beta)**: -9.32 / -9.51 eV
**Gap between HOMO and LUMO (alpha / beta)**: 5.61 / 5.49 eV
**Multiplicity**: 2
**ΔE to the lowest compared entry with this formula, charge and spin**: 16.29 kcal per mole
**Net charge**: +3
**Energy**: -6265.22140 Ha